# C48H47Cl6N7O14

C48H47Cl6N7O14 as an isolated structure in a non-equilibrium geometry (ωB97M-V/def2-TZVPD, OMol25).

**Multiplicity**: 1
**HOMO-LUMO gap**: 6.37 eV
**Molecular weight**: 1158.7 g mol⁻¹

XYZ file:
```
122
C48H47Cl6N7O14 (ωB97M-V/def2-TZVPD)
Cl -5.36 -3.50 -2.57
C -4.21 -4.68 -1.97
C -2.83 -4.41 -2.62
Cl -2.04 -3.01 -2.02
H -4.52 -5.64 -2.35
H -4.21 -4.51 -0.89
H -2.83 -4.54 -3.71
H -2.28 -5.29 -2.30
Cl -1.09 -3.56 -4.48
C 0.31 -2.84 -5.41
C 0.34 -1.23 -5.17
Cl -1.17 -0.48 -5.97
H 0.30 -3.03 -6.48
H 1.14 -3.41 -5.01
H 1.23 -0.93 -5.72
H 0.42 -1.18 -4.08
Cl 0.11 2.86 -1.02
C -1.70 2.72 -0.94
C -2.17 1.38 -0.49
Cl -3.90 1.35 -0.13
H -2.09 3.00 -1.92
H -2.12 3.45 -0.25
H -1.66 1.16 0.45
H -1.95 0.58 -1.20
C 0.94 -0.41 -1.86
C 1.39 0.20 -0.73
C 0.57 0.20 0.39
C -0.63 -0.56 0.35
C -1.08 -1.13 -0.84
C -0.31 -1.10 -1.96
N -1.52 -0.60 1.58
O -2.70 -0.46 1.49
O -0.96 -0.62 2.68
H 1.67 -0.42 -2.65
H 2.33 0.71 -0.79
H 0.76 0.70 1.33
H -1.95 -1.77 -0.86
H -0.57 -1.79 -2.75
C -3.36 -0.24 -2.88
C -2.13 0.17 -3.35
C -1.99 1.56 -3.56
C -3.08 2.44 -3.46
C -4.33 1.86 -3.15
C -4.49 0.57 -2.91
N -2.93 3.87 -3.73
O -3.89 4.64 -3.58
O -1.89 4.15 -4.22
H -3.55 -1.22 -2.49
H -1.24 -0.42 -3.53
H -0.99 1.97 -3.66
H -5.19 2.50 -3.29
H -5.47 0.11 -2.88
C 2.28 0.52 2.73
C 1.11 0.84 3.39
C 1.09 2.00 4.25
C 2.25 2.80 4.45
C 3.43 2.39 3.83
C 3.45 1.27 2.94
N 2.25 4.10 5.11
O 1.21 4.66 5.26
O 3.33 4.48 5.51
H 2.17 -0.37 2.12
H 0.22 0.25 3.25
H 0.16 2.32 4.69
H 4.32 2.99 3.97
H 4.29 0.88 2.39
C 6.89 0.36 2.28
C 5.56 -0.04 2.25
C 4.79 0.04 1.08
C 5.31 0.75 0.06
C 6.59 1.26 0.08
C 7.40 1.01 1.18
N 4.46 1.04 -1.14
O 5.02 1.18 -2.27
O 3.26 0.94 -1.04
H 7.57 0.15 3.09
H 5.16 -0.66 3.04
H 3.74 -0.22 0.98
H 6.97 1.89 -0.71
H 8.37 1.46 1.33
C 0.00 -2.17 3.64
C 0.80 -3.25 3.35
C 0.26 -4.49 2.97
C -1.13 -4.68 3.04
C -1.96 -3.56 3.32
C -1.35 -2.35 3.66
N -1.62 -6.13 2.84
O -2.85 -6.32 2.82
O -0.79 -6.98 2.76
H 0.40 -1.21 3.94
H 1.87 -3.10 3.45
H 0.87 -5.35 2.76
H -3.02 -3.59 3.48
H -1.82 -1.42 3.94
C -5.38 0.51 3.11
C -5.51 0.18 4.48
C -4.38 0.00 5.22
C -3.12 0.25 4.67
C -2.96 0.59 3.28
C -4.11 0.67 2.52
N -1.91 0.25 5.53
O -2.10 0.25 6.71
O -0.85 0.22 4.99
H -6.24 0.77 2.51
H -6.44 0.04 5.00
H -4.44 -0.26 6.26
H -1.97 0.51 2.87
H -3.98 0.79 1.46
C 4.49 3.25 -3.27
C 4.46 2.04 -4.01
C 3.33 1.40 -4.24
C 2.10 1.88 -3.81
C 2.13 3.05 -3.02
C 3.32 3.77 -2.84
N 0.86 1.24 -4.19
O -0.10 1.94 -4.35
O 0.84 0.02 -4.25
H 5.45 3.73 -3.17
H 5.39 1.65 -4.40
H 3.31 0.44 -4.71
H 1.15 3.32 -2.67
H 3.19 4.61 -2.17
```

Atomic partial charges in e from the Mulliken method, atoms 1 to 99: Cl -0.191; C -0.494; C -0.906; Cl 0.221; H 0.411; H 0.254; H 0.498; H 0.484; Cl -0.193; C -0.994; C 0.068; Cl -0.112; H 0.470; H 0.365; H 0.614; H 0.267; Cl -0.290; C 0.078; C 0.789; Cl -0.321; H -0.776; H 0.872; H 0.024; H -0.588; C -0.993; C -1.509; C -0.507; C -1.102; C -0.622; C -0.091; N 0.963; O -0.661; O 0.373; H 1.459; H 0.933; H 1.026; H 0.258; H 0.036; C 0.705; C 0.355; C 1.362; C -0.541; C -0.825; C -1.058; N 1.267; O -0.703; O -0.607; H -0.104; H -0.934; H 0.312; H 0.486; H 0.469; C 0.628; C 1.016; C -1.221; C -0.867; C -0.365; C -0.467; N 0.994; O -0.592; O -0.611; H 1.342; H 0.009; H 0.578; H 0.579; H -0.627; C -1.026; C -0.166; C -0.526; C 0.274; C -0.628; C -0.651; N 0.521; O -0.505; O -0.404; H 0.436; H 0.533; H 0.471; H 0.460; H 0.376; C -0.324; C -0.686; C -0.742; C -0.393; C -0.437; C 0.590; N 0.980; O -0.602; O -0.584; H 0.680; H 0.555; H 0.534; H 0.584; H -0.330; C -0.992; C -0.576; C -1.157; C -0.046; C 1.188